39
Properties=species:S:1:pos:R:3:forces:R:3:mulliken_spin:R:1 method="wB97M-V/def2-TZVPD" total_charge=+1 homo_lumo_gap_ev="7.2 / 5.1" de_lowest_kj_mol=0.0 max_force_ev_per_a=0.1 s_squared=6.03 multiplicity=5
Pt -0.9113 -0.2117 0.3100 0.039 -0.022 -0.002 1.498
N -2.8733 -0.8471 4.0654 -0.040 0.009 -0.005 0.005
C -2.1418 -1.0481 2.9662 0.033 0.017 -0.031 -0.050
S -2.9129 -0.6106 1.4106 0.026 -0.034 0.059 0.868
N -0.9698 -1.6055 3.0416 -0.003 0.000 -0.014 0.122
N -0.3509 -1.6764 1.8314 -0.043 0.033 -0.009 0.112
C 0.3690 -2.6792 1.5277 0.026 -0.036 -0.045 0.024
C 0.7918 -2.7936 0.1223 -0.013 0.005 0.052 0.010
C 1.7575 -3.6930 -0.2896 -0.002 -0.003 -0.004 0.018
C 2.0561 -3.7748 -1.6438 0.004 -0.005 0.001 -0.004
C 1.3652 -2.9736 -2.5343 -0.014 0.009 -0.003 0.010
C 0.4031 -2.1009 -2.0426 0.029 -0.032 -0.002 0.002
N 0.1269 -2.0116 -0.7476 -0.063 0.068 -0.007 0.080
H -3.7767 -0.4119 4.0132 -0.002 -0.008 0.006 0.005
H -2.4808 -1.0614 4.9682 0.012 -0.004 -0.005 -0.003
H 0.5769 -3.4655 2.2474 0.003 0.006 0.005 -0.002
H 2.2641 -4.3135 0.4371 0.002 -0.001 -0.003 0.000
H 2.8131 -4.4624 -1.9953 0.001 -0.001 0.001 0.000
H 1.5552 -3.0199 -3.5970 -0.001 0.001 0.000 0.000
H -0.1675 -1.4608 -2.7034 0.001 0.002 -0.002 0.001
O -2.2473 6.0350 -0.1867 0.009 -0.003 0.008 0.042
C -2.0146 4.8716 -0.0892 -0.026 0.013 -0.005 0.006
C -2.0497 3.8325 -1.2250 0.011 -0.035 -0.011 -0.117
O -2.2457 4.0361 -2.3905 0.000 0.018 0.006 0.130
C -1.7360 2.5096 -0.6002 -0.006 -0.001 -0.007 0.269
C -1.4267 2.6808 0.7984 -0.011 0.029 0.011 0.180
O -1.0536 1.7524 1.5461 -0.016 0.021 0.001 0.399
C -1.6082 4.1220 1.1961 0.030 -0.061 -0.022 -0.113
O -1.4626 4.5839 2.2891 -0.008 0.021 0.004 0.110
O -1.6819 1.4056 -1.1967 0.009 0.003 0.016 0.295
I 5.1663 0.6814 -1.1841 -0.017 0.003 0.005 0.002
C 3.1148 0.8242 -1.1808 0.055 0.031 -0.012 0.000
C 2.3036 1.2834 -2.1978 -0.005 -0.021 -0.004 0.007
N 1.0387 1.1877 -1.7605 -0.016 0.025 0.016 -0.006
N 0.9825 0.7104 -0.5063 0.027 -0.027 -0.010 0.098
C 2.2401 0.4822 -0.1447 -0.020 -0.005 0.023 0.005
H 2.5413 1.6737 -3.1730 -0.005 -0.003 -0.002 0.000
H 0.1763 1.4548 -2.2168 0.003 -0.003 -0.006 -0.004
H 2.4684 0.0941 0.8350 -0.008 -0.007 -0.001 0.001

=====

157
Properties=species:S:1:pos:R:3:forces:R:3:mulliken_charge:R:1 method="wB97M-V/def2-TZVPD" total_charge=-1 homo_lumo_gap_ev=5.8 max_force_ev_per_a=1.8 multiplicity=1
C 2.6306 -5.1624 1.0116 -0.026 -0.005 0.029 -0.684
C 1.4655 -4.2655 1.4570 0.056 -0.127 -0.190 -0.896
In 0.6256 -2.9902 -0.1576 -0.038 0.184 0.099 1.140
C -1.4254 -3.7164 -0.6177 0.194 0.035 -0.225 0.368
C -1.3609 -4.8462 -1.6580 0.169 -0.075 0.232 0.540
C -2.1773 -6.0940 -1.3248 0.021 -0.084 0.029 -0.936
C -2.0378 -7.1828 -2.4001 0.142 0.080 -0.129 -0.946
C -1.2159 -8.3970 -1.9591 0.038 0.073 -0.052 -0.262
C 0.1808 -8.0321 -1.4482 0.031 -0.211 -0.046 -0.523
C 1.1425 -7.5671 -2.5268 0.073 0.123 0.073 -0.752
O 1.7876 -8.6895 -3.1314 -0.156 -0.004 0.031 -0.275
C 2.9073 -8.2933 -3.8943 -0.005 -0.025 -0.027 -0.861
C 0.7081 -0.8175 0.2788 0.221 -0.145 -0.250 -0.507
C 1.9119 -0.1397 -0.3771 -0.164 0.021 0.112 -0.031
C 2.1785 1.2766 0.1727 -0.142 -0.358 -0.195 -1.060
S 1.5452 2.6087 -0.8683 -0.039 0.191 0.143 0.219
C 2.8193 2.8693 -2.0652 -0.254 0.380 0.048 0.015
S 3.8507 1.7138 -2.5725 0.342 -0.049 0.302 -0.241
N 2.8039 4.1987 -2.4958 0.066 -0.589 -0.674 0.052
C 3.9091 4.6532 -3.3353 0.063 0.371 0.080 -1.042
C 3.5196 4.7087 -4.8198 -0.048 0.151 -0.059 -0.234
O 2.5374 3.7498 -5.1301 0.059 -0.027 0.050 -0.413
C 1.3208 4.0192 -4.4570 -0.171 -0.016 -0.032 -0.642
C 1.5346 4.6559 -3.0778 0.078 0.088 0.243 0.832
C 1.8021 -3.3190 -2.0590 -0.607 -0.153 -0.004 -0.918
C 1.2302 -2.6952 -3.2897 0.023 -0.087 -0.230 0.351
O 1.5437 -2.9274 -4.4335 -0.015 0.120 0.145 -0.669
O 0.2331 -1.7512 -3.0546 0.444 0.282 0.549 -0.263
H 2.5231 -5.4913 -0.0272 -0.001 -0.045 0.003 -0.044
H 2.7366 -6.0695 1.6201 0.055 0.032 0.032 0.314
H 3.5830 -4.6284 1.0642 0.005 0.016 -0.048 0.295
H 0.6368 -4.8963 1.7967 -0.021 0.043 0.037 0.223
H 1.7676 -3.6576 2.3139 -0.027 -0.025 0.035 0.376
H -1.9236 -4.0779 0.2890 -0.006 0.060 0.064 0.847
H -2.0279 -2.8931 -1.0108 1.342 -1.053 0.682 -1.935
H -0.3258 -5.1999 -1.7698 -0.031 0.035 -0.191 -0.838
H -1.6451 -4.4819 -2.6516 -0.037 0.026 -0.070 0.585
H -3.2253 -5.8367 -1.1477 -0.002 0.041 -0.054 0.425
H -1.7913 -6.4862 -0.3770 -0.197 0.053 0.094 0.399
H -3.0124 -7.5117 -2.7671 -0.017 -0.063 0.069 0.398
H -1.5372 -6.7360 -3.2657 -0.088 0.000 -0.049 0.454
H -1.1071 -9.0733 -2.8148 -0.019 -0.060 0.035 -0.148
H -1.7521 -8.9522 -1.1843 -0.002 0.032 0.029 0.411
H 0.6267 -8.9041 -0.9626 0.064 0.038 0.054 0.542
H 0.1312 -7.2656 -0.6736 -0.105 0.054 -0.034 0.116
H 1.8955 -6.8996 -2.0926 0.068 -0.069 0.030 0.592
H 0.6270 -6.9978 -3.3087 -0.001 0.047 0.023 0.285
H 3.0623 -9.0303 -4.6818 0.037 -0.033 0.006 0.255
H 2.7525 -7.3140 -4.3552 -0.031 -0.015 -0.057 0.347
H 3.8046 -8.2405 -3.2687 0.007 0.042 0.009 0.290
H 0.7403 -0.6495 1.3593 -0.135 -0.004 0.007 0.560
H -0.2106 -0.3680 -0.1144 -0.036 0.113 0.173 -0.493
H 2.8243 -0.7329 -0.2670 0.025 0.030 0.086 0.266
H 1.7348 -0.0652 -1.4509 0.135 -0.091 -0.024 0.018
H 1.5992 1.4186 1.0881 0.062 0.042 0.050 0.228
H 3.2225 1.4875 0.4009 0.030 0.046 -0.132 0.577
H 4.1591 5.6733 -3.0192 0.003 -0.016 0.072 0.300
H 4.7748 4.0258 -3.1514 -0.068 -0.107 -0.090 0.534
H 4.3818 4.5244 -5.4585 0.005 -0.137 0.009 0.365
H 3.1472 5.7145 -5.0663 -0.027 -0.003 -0.008 0.225
H 0.6858 4.6817 -5.0624 0.033 0.027 -0.011 0.389
H 0.8056 3.0630 -4.3633 0.062 -0.054 0.020 0.280
H 1.5665 5.7423 -3.1325 -0.011 -0.053 -0.003 -0.283
H 0.7067 4.3857 -2.4270 -0.041 0.116 0.043 -0.460
H 2.8127 -2.9107 -1.9661 0.003 -0.024 0.073 0.672
H 1.8910 -4.3850 -2.2873 0.312 0.043 -0.036 -0.122
H 0.4165 -0.9936 -3.6236 -0.238 -0.225 -0.430 0.251
C -0.1372 -12.0193 -3.4249 0.053 0.079 0.015 -0.224
C 0.6334 -11.7337 -2.1500 0.069 -0.007 -0.112 0.199
O -0.3391 -12.0417 -1.1408 0.026 0.013 0.043 -0.352
C -1.2445 -12.8976 -1.6578 -0.029 -0.023 -0.008 0.689
O -2.0749 -13.4740 -1.0312 0.022 0.012 -0.004 -0.543
O -1.0745 -13.0162 -2.9960 -0.023 -0.002 -0.029 -0.376
H 0.4717 -12.4155 -4.2324 -0.013 -0.076 0.024 0.320
H -0.6869 -11.1455 -3.7751 0.001 0.010 0.001 0.202
H 1.4863 -12.4031 -2.0210 -0.009 -0.021 -0.014 0.317
H 0.9606 -10.7030 -2.0671 -0.066 0.031 0.043 -0.271
C -2.8723 3.6388 0.1968 0.143 -0.036 0.160 -0.472
C -1.4589 4.0698 0.5561 -0.085 0.138 -0.083 0.727
O -1.0608 3.0633 1.4952 0.184 0.134 0.100 -0.085
C -1.8112 1.9622 1.3051 -0.131 -0.150 -0.118 0.548
O -1.6551 0.9145 1.8382 -0.036 0.076 0.155 -0.516
O -2.7979 2.2192 0.4084 -0.186 0.245 -0.058 -0.422
H -3.1430 3.8534 -0.8330 0.018 -0.153 -0.038 0.386
H -3.6295 4.0479 0.8675 0.036 0.048 0.020 0.265
H -0.7962 4.0350 -0.3080 0.073 -0.036 0.058 -0.713
H -1.3881 5.0434 1.0336 -0.081 -0.001 0.025 0.180
C -3.5463 -1.7334 -1.2896 -0.614 0.529 -0.269 0.167
C -3.0744 -0.3263 -1.6046 0.172 -0.167 0.098 0.339
O -4.0036 0.0782 -2.6333 0.009 0.065 -0.021 -0.403
C -5.1281 -0.6432 -2.4936 -0.012 -0.029 0.118 0.582
O -6.1510 -0.4263 -3.0751 -0.011 -0.029 -0.122 -0.607
O -4.9510 -1.6495 -1.6197 -0.153 0.113 -0.074 -0.456
H -3.4290 -2.0154 -0.2485 -0.220 0.052 -0.045 0.425
H -3.0812 -2.4874 -1.9243 -0.583 0.301 -0.262 0.185
H -3.1809 0.3539 -0.7631 -0.013 -0.076 -0.010 -0.108
H -2.0567 -0.2895 -1.9833 -0.013 -0.021 -0.110 0.153
C 2.3992 9.8866 -4.0643 0.005 0.078 0.038 -0.300
C 2.9080 10.3113 -2.6961 0.055 -0.009 -0.080 -0.300
O 2.0291 9.6055 -1.8163 -0.010 0.023 0.048 -0.323
C 1.5299 8.5329 -2.4711 0.052 -0.067 -0.029 0.651
O 0.9140 7.6504 -1.9724 -0.063 0.131 0.064 -0.499
O 1.8455 8.5980 -3.7886 -0.020 -0.017 -0.033 -0.336
H 3.1753 9.7956 -4.8187 0.015 -0.073 0.019 0.289
H 1.6039 10.5375 -4.4312 0.006 0.012 0.002 0.250
H 3.9297 9.9755 -2.5118 0.005 0.001 -0.011 0.259
H 2.8329 11.3781 -2.5061 -0.070 -0.007 0.030 0.284
C -0.0713 5.5716 4.3772 0.199 -0.033 0.077 0.488
C 0.3833 7.0131 4.3797 0.102 0.100 -0.054 -0.315
O -0.5787 7.6315 3.5033 0.008 -0.059 0.129 -0.386
C -1.6977 6.8868 3.5199 -0.161 -0.005 -0.203 0.497
O -2.7357 7.2051 3.0286 -0.012 -0.026 0.048 -0.587
O -1.4884 5.7089 4.1547 0.149 -0.003 -0.017 -0.197
H 0.1143 5.0689 5.3216 -0.139 0.024 0.036 -0.085
H 0.3705 4.9969 3.5617 -0.081 -0.046 -0.016 -0.028
H 0.3180 7.4729 5.3638 -0.052 0.004 -0.041 0.260
H 1.3823 7.1550 3.9805 -0.023 0.028 -0.057 0.366
C 3.3909 7.8439 9.5858 0.005 0.095 -0.001 -0.330
C 2.3298 8.8571 9.1873 0.019 -0.039 0.081 -0.319
O 2.0267 8.4585 7.8453 -0.031 0.021 -0.008 -0.321
C 2.3591 7.1565 7.6983 0.016 -0.017 -0.020 0.560
O 2.0782 6.4925 6.7522 0.004 -0.072 0.047 -0.368
O 3.0491 6.7185 8.7692 0.032 -0.038 0.016 -0.297
H 3.3606 7.5556 10.6321 -0.052 -0.061 -0.014 0.275
H 4.3977 8.1703 9.3224 0.000 0.013 0.002 0.266
H 1.4241 8.7683 9.7888 0.005 -0.002 0.012 0.251
H 2.6735 9.8871 9.1915 0.027 -0.005 -0.077 0.276
C -6.6282 -2.7894 -5.8224 0.012 0.049 0.118 -0.309
C -5.2218 -2.6394 -5.2749 -0.095 0.120 0.069 0.110
O -4.5279 -3.7074 -5.9324 -0.004 -0.022 -0.043 -0.312
C -5.1921 -4.0209 -7.0655 0.021 0.006 0.035 0.576
O -4.7903 -4.7487 -7.9149 -0.006 0.001 0.000 -0.546
O -6.3901 -3.3882 -7.1020 -0.055 -0.013 -0.036 -0.350
H -7.1533 -1.8472 -5.9437 0.032 0.011 -0.077 0.267
H -7.2336 -3.4706 -5.2226 0.007 -0.008 0.005 0.292
H -4.7656 -1.6915 -5.5626 0.011 0.001 0.017 0.218
H -5.1702 -2.7607 -4.1977 0.087 -0.137 -0.016 0.032
C 2.2607 2.6896 6.7473 -0.111 0.056 0.018 0.011
C 1.2799 2.3319 5.6475 0.035 -0.060 0.057 0.656
O 2.0319 2.6314 4.4647 0.039 0.057 -0.044 -0.180
C 3.3507 2.5769 4.7658 -0.028 0.032 0.032 0.561
O 4.2324 2.6287 3.9718 -0.006 0.008 0.001 -0.551
O 3.5227 2.4660 6.1045 0.048 0.001 0.020 -0.419
H 2.1668 2.0650 7.6294 0.088 -0.083 -0.043 0.287
H 2.2007 3.7432 7.0293 -0.019 -0.002 -0.009 0.008
H 1.0179 1.2750 5.6477 0.010 -0.011 -0.028 0.441
H 0.3794 2.9352 5.6710 0.011 0.013 -0.110 -0.830
C -3.6514 2.1755 6.3382 -0.020 0.101 -0.009 -0.418
C -2.8493 3.4433 6.0951 -0.070 -0.095 -0.065 0.180
O -1.7282 3.2541 6.9760 0.012 0.045 0.014 -0.297
C -1.5757 1.9254 7.1961 0.069 -0.057 -0.164 0.709
O -0.6192 1.4339 7.7074 -0.090 0.098 0.121 -0.550
O -2.6329 1.2436 6.7217 -0.045 -0.041 0.093 -0.341
H -4.1698 1.8029 5.4601 0.076 -0.049 -0.031 0.326
H -4.3542 2.2798 7.1663 -0.006 0.007 -0.001 0.261
H -2.4806 3.5197 5.0724 -0.022 -0.014 0.001 -0.131
H -3.3701 4.3582 6.3610 0.043 0.009 0.061 0.327

=====

24
Properties=species:S:1:pos:R:3:forces:R:3:mulliken_charge:R:1 method="wB97M-V/def2-TZVPD" total_charge=0 homo_lumo_gap_ev=9.1 de_lowest_kj_mol=92.0 max_force_ev_per_a=2.7 multiplicity=1 smiles=Cc1ccc(O)cc1.CC
C 2.4064 -1.2262 -1.6024 1.190 0.285 -1.456 -1.506
C 1.6334 -1.2845 -0.3381 -1.545 -0.188 0.346 0.657
C 1.7563 -0.3082 0.6345 -0.205 -0.062 -0.258 -0.718
C 0.7502 -0.0778 1.5851 0.302 0.065 1.030 -0.362
C -0.3640 -0.8862 1.6601 0.738 -1.191 -1.620 0.523
O -1.3360 -0.8941 2.6033 -0.080 0.561 0.183 -0.524
C -0.4803 -1.8924 0.6716 -1.231 -0.035 1.108 -0.322
C 0.4825 -2.1275 -0.2489 1.890 0.440 -0.375 -0.629
H 2.8764 -0.2440 -1.7359 -0.059 -0.092 0.259 0.371
H 1.7969 -1.3314 -2.5051 -0.508 0.064 0.345 0.352
H 3.2051 -1.9332 -1.8397 0.089 -0.350 0.785 0.372
H 2.6636 0.2850 0.6369 -0.216 0.330 -0.010 0.387
H 0.8702 0.7195 2.3176 0.116 -0.084 -0.065 0.311
H -1.0703 -0.3223 3.3282 -0.073 0.145 0.120 0.311
H -1.4001 -2.4753 0.6867 0.294 -0.168 0.117 0.378
H 0.5022 -3.0222 -0.8571 -0.590 0.162 -0.393 0.366
C -1.0980 1.7799 -0.4496 -1.293 0.137 0.060 -0.474
C -2.4334 2.3914 -0.9341 0.432 1.621 2.141 -1.073
H -1.3681 1.0583 0.3150 0.390 -0.349 -0.146 0.078
H -0.5271 1.3139 -1.2408 0.300 -0.069 -0.033 0.288
H -0.5362 2.5682 0.0607 0.176 -0.191 -0.258 0.283
H -2.2531 3.4556 -1.1340 -0.115 -0.328 -1.281 0.322
H -2.9923 2.5947 0.0002 -0.287 -0.684 -0.290 0.283
H -3.0843 1.8590 -1.6142 0.286 -0.019 -0.308 0.325

=====

36
Properties=species:S:1:pos:R:3:forces:R:3:mulliken_charge:R:1 method="wB97M-V/def2-TZVPD" total_charge=+1 homo_lumo_gap_ev="7.3 / 7.3" de_lowest_kj_mol=410.7 max_force_ev_per_a=5.7 multiplicity=1
C 2.1734 0.4288 -1.0463 -0.280 -1.416 -0.834 -1.686
C 0.6415 0.2683 -0.9847 -1.252 1.304 -2.252 1.412
C 0.0308 -0.6458 -2.1488 1.397 -1.496 4.679 -1.389
C 0.0011 -2.1976 -1.7201 0.698 1.005 0.224 -0.831
C -0.2618 -2.7769 -0.3291 -2.431 2.976 -0.629 -0.906
C 0.7491 -2.2462 0.6088 0.063 0.217 2.603 -0.569
C 0.2866 -0.9714 1.3561 1.170 -2.088 -1.038 -0.197
N 1.2576 -0.3107 1.9706 1.006 1.650 0.310 -0.388
N -0.9932 -0.8119 1.6116 -1.247 -1.919 0.377 -0.238
C -0.1795 1.2547 -0.4122 2.495 -2.478 -0.311 0.624
C 0.4229 2.2841 0.3859 -0.144 1.667 2.254 -0.982
C -0.2619 3.2442 1.1476 1.724 -2.964 -2.818 -0.768
C -1.6694 3.1922 1.0480 -1.149 1.811 1.821 -0.464
C -2.2209 2.2738 0.2676 -5.521 -0.645 1.365 -0.606
C -1.6434 1.0980 -0.3724 1.747 3.614 -2.445 -0.256
H 2.7049 0.2491 -0.0955 -0.151 0.046 -0.434 0.204
H 2.3441 1.4446 -1.3314 0.489 0.708 -0.139 0.612
H 2.6509 -0.2175 -1.8708 -0.829 0.793 1.407 0.329
H 0.6554 -0.6782 -2.9734 1.876 0.263 -1.395 0.438
H -0.8488 -0.3072 -2.5985 -1.946 0.514 0.202 0.559
H 0.9648 -2.6515 -1.8845 0.706 0.288 -0.749 0.368
H -0.6213 -2.6003 -2.4392 -1.450 -1.340 -1.332 0.520
H -1.3211 -2.5812 -0.0057 0.785 0.207 -0.115 0.343
H -0.3032 -3.8039 -0.3349 0.575 -2.483 -0.433 0.431
H 0.8964 -2.9619 1.4697 0.070 0.527 -0.752 0.435
H 1.7278 -2.1017 0.1248 -0.368 0.125 0.263 0.454
H 1.2320 0.6947 2.2417 -0.794 -1.062 -0.049 0.285
H 2.2080 -0.5115 1.6594 -0.556 -0.282 0.076 0.316
H -1.1539 -0.1434 2.3259 -0.815 0.634 0.643 0.293
H -1.7364 -1.6032 1.4855 2.254 2.121 0.175 0.310
H 1.4844 2.2124 0.4987 0.572 0.428 -0.245 0.526
H 0.2087 4.0499 1.6407 0.712 0.438 0.655 0.499
H -2.1667 3.9483 1.7701 0.031 -1.420 -1.893 0.300
H -3.3897 2.1516 0.2411 2.156 0.854 0.175 0.267
H -2.0086 1.1165 -1.3899 -0.387 -0.497 -0.437 0.357
H -1.8608 0.2108 0.0835 -1.207 -2.104 1.065 0.398